# 1
{"formula": "C20H40Cl20", "method": "the ωB97M-V functional and the def2-TZVPD basis", "elements": ["Cl", "C", "C", "Cl", "H", "H", "H", "H", "Cl", "C", "C", "Cl", "H", "H", "H", "H", "Cl", "C", "C", "Cl", "H", "H", "H", "H", "Cl", "C", "C", "Cl", "H", "H", "H", "H", "Cl", "C", "C", "Cl", "H", "H", "H", "H", "Cl", "C", "C", "Cl", "H", "H", "H", "H", "Cl", "C", "C", "Cl", "H", "H", "H", "H", "Cl", "C", "C", "Cl", "H", "H", "H", "H", "Cl", "C", "C", "Cl", "H", "H", "H", "H", "Cl", "C", "C", "Cl", "H", "H", "H", "H"], "coordinates": [[2.773, 7.490, 5.918], [1.142, 7.571, 6.595], [0.495, 6.215, 6.674], [0.327, 5.646, 4.943], [0.546, 8.206, 5.940], [1.163, 8.032, 7.582], [-0.489, 6.100, 7.129], [0.979, 5.360, 7.146], [-9.263, 1.906, 7.201], [-8.619, 0.201, 7.308], [-7.168, 0.079, 7.578], [-6.587, 0.803, 9.072], [-8.912, -0.325, 6.399], [-9.130, -0.360, 8.090], [-6.501, 0.533, 6.845], [-6.918, -0.981, 7.520], [-9.352, -3.711, -3.018], [-10.479, -5.029, -3.439], [-9.820, -6.228, -4.064], [-8.961, -5.913, -5.590], [-11.275, -4.616, -4.058], [-10.983, -5.281, -2.506], [-10.520, -7.045, -4.242], [-9.148, -6.653, -3.319], [4.956, 6.634, -2.454], [4.245, 7.568, -1.109], [2.755, 7.787, -1.421], [2.224, 9.475, -1.181], [4.661, 8.576, -1.096], [4.347, 7.132, -0.115], [2.205, 7.058, -0.826], [2.625, 7.589, -2.485], [0.206, -4.771, 5.916], [1.677, -5.411, 5.235], [2.632, -5.868, 6.297], [4.064, -6.639, 5.424], [2.063, -4.742, 4.466], [1.444, -6.179, 4.498], [2.147, -6.572, 6.972], [3.047, -4.996, 6.802], [-5.025, 1.431, -10.638], [-4.715, -0.386, -10.864], [-5.314, -1.208, -9.711], [-4.538, -0.819, -8.151], [-3.633, -0.495, -10.933], [-5.237, -0.589, -11.799], [-5.095, -2.266, -9.858], [-6.403, -1.252, -9.731], [3.626, 0.090, -8.009], [2.561, 1.463, -7.505], [3.089, 2.767, -8.231], [2.708, 2.592, -10.013], [2.889, 1.450, -6.466], [1.522, 1.166, -7.648], [4.161, 2.926, -8.116], [2.565, 3.677, -7.939], [-0.023, -1.156, -0.903], [-1.169, 0.078, -0.506], [-2.422, -0.552, 0.030], [-3.411, 0.712, 0.607], [-1.379, 0.588, -1.447], [-0.815, 0.729, 0.293], [-2.223, -1.207, 0.879], [-2.852, -1.069, -0.828], [9.687, 1.311, 5.699], [8.309, 1.725, 4.576], [7.056, 0.885, 4.838], [5.950, 1.411, 3.533], [8.805, 1.574, 3.617], [8.097, 2.782, 4.734], [6.666, 1.129, 5.826], [7.086, -0.204, 4.821], [8.964, -4.878, 0.504], [8.281, -6.163, -0.581], [6.877, -5.791, -1.066], [6.431, -6.930, -2.363], [8.469, -7.108, -0.072], [8.853, -6.298, -1.499], [6.846, -4.767, -1.438], [6.159, -5.993, -0.271]], "forces_ev_per_a": [[0.226, 0.074, 0.154], [-0.638, 0.014, 0.696], [-0.370, -1.615, -1.073], [-0.330, -0.108, 0.359], [0.080, -0.067, 0.047], [0.279, 0.004, -0.019], [-0.236, 1.066, -0.246], [0.993, 0.629, 0.076], [0.428, -1.014, 0.128], [-1.075, 0.099, 0.200], [1.400, 0.086, -1.154], [-0.195, -0.083, 0.693], [0.319, 0.322, -0.238], [-0.330, 0.563, 0.241], [-0.510, 0.131, -0.370], [-0.033, -0.103, 0.498], [0.047, -0.138, -0.151], [-0.857, 0.395, -0.089], [0.202, -0.593, 0.749], [-0.109, 0.059, 0.253], [0.305, 0.129, -0.262], [0.248, -0.383, 0.012], [-0.344, 0.360, -0.206], [0.508, 0.171, -0.308], [0.250, -0.105, 0.584], [-0.855, 1.379, -0.108], [0.443, -0.736, -0.490], [-0.014, -0.333, 0.346], [0.585, -0.326, -0.075], [0.427, -0.377, -0.388], [-0.548, 0.498, -0.099], [-0.292, -0.002, 0.235], [-0.574, 0.310, 0.344], [0.213, -0.557, -2.038], [0.797, 0.299, -0.805], [-0.798, 0.221, 0.655], [0.514, 0.903, 0.880], [-0.459, -0.844, 0.758], [0.388, -0.013, -0.071], [-0.080, -0.316, 0.272], [0.191, -1.056, -0.004], [-0.748, 0.871, 0.681], [0.553, -0.555, -0.836], [-0.529, 0.104, -0.173], [-0.239, -0.047, -0.055], [0.284, -0.289, 0.089], [0.497, 0.019, -0.286], [-0.004, 0.955, 0.589], [-0.245, -0.200, -0.470], [2.140, 0.614, -0.107], [-1.381, -1.127, -0.348], [0.326, 0.188, 0.667], [-0.817, 0.725, 0.171], [0.216, 0.422, -0.127], [-0.159, -0.367, -0.024], [-0.084, -0.256, 0.238], [1.085, -0.913, -0.158], [-0.386, 0.610, 0.440], [0.816, -1.164, -0.839], [-1.575, 1.373, 0.528], [-0.023, 0.393, 0.395], [0.529, 0.174, -0.486], [0.094, -0.200, -0.364], [-0.540, -0.275, 0.487], [-0.526, 0.015, 0.116], [1.012, -0.653, 0.442], [0.289, 0.484, 0.059], [-0.405, -0.109, 0.193], [-0.719, -0.022, -0.121], [-0.072, -0.204, -0.079], [-0.264, 0.305, -0.213], [0.683, 0.183, -0.398], [-0.258, -0.414, -0.591], [0.556, 0.183, -0.682], [0.214, -0.896, 1.114], [-0.020, 0.045, -0.221], [-0.934, 0.090, 0.244], [0.567, 0.682, 0.156], [-0.051, -0.219, 0.087], [-0.076, 0.531, -0.104]], "lowdin_charge": [0.5456, -0.6949, -0.6060, 0.4812, 0.0648, 0.0744, 0.0712, 0.0635, 0.4996, -0.6383, -0.7111, 0.5572, 0.0746, 0.0730, 0.0648, 0.0803, 0.5319, -0.6710, -0.6798, 0.5377, 0.0697, 0.0693, 0.0720, 0.0702, 0.5497, -0.6494, -0.6763, 0.5408, 0.0476, 0.0776, 0.0742, 0.0360, 0.5846, -0.7606, -0.5990, 0.4956, 0.0717, 0.0645, 0.0741, 0.0690, 0.4529, -0.5827, -0.6652, 0.5304, 0.0642, 0.0618, 0.0615, 0.0771, 0.4899, -0.6050, -0.5922, 0.4741, 0.0458, 0.0677, 0.0619, 0.0579, 0.5927, -0.7473, -0.7579, 0.6248, 0.0726, 0.0661, 0.0711, 0.0779, 0.4859, -0.6567, -0.6368, 0.5460, 0.0552, 0.0641, 0.0717, 0.0706, 0.5098, -0.6591, -0.6548, 0.5462, 0.0678, 0.0541, 0.0711, 0.0651], "smiles": "ClCCCl.ClCCCl.ClCCCl.ClCCCl.ClCCCl.ClCCCl.ClCCCl.ClCCCl.ClCCCl.ClCCCl", "charge": 0, "e_tot_ev": -271836.9942, "homo_lumo_gap_ev": 10.773, "lumo_ev": 0.19, "e_homo_ev": -10.6, "fmax_ha_per_bohr": 0.043}



# 2
{"formula": "C20H40CrNOP3S", "method": "the ωB97M-V functional and the def2-TZVPD basis", "elements": ["Cr", "P", "P", "P", "H", "C", "C", "H", "C", "C", "C", "C", "C", "C", "C", "C", "C", "H", "H", "H", "H", "H", "H", "H", "H", "H", "H", "H", "H", "H", "H", "H", "H", "H", "H", "H", "H", "H", "H", "H", "H", "H", "H", "H", "H", "H", "C", "C", "C", "C", "C", "C", "O", "H", "H", "H", "H", "H", "H", "S", "C", "C", "N", "C", "H", "H", "H"], "coordinates": [[0.404, -1.043, 0.395], [2.096, -1.408, 2.105], [0.709, 3.708, -0.233], [-0.953, -2.928, 0.513], [1.788, 2.293, -2.948], [0.919, 1.668, -2.683], [-0.307, 2.244, -3.273], [-0.293, 3.335, -3.372], [3.609, -2.015, 1.322], [2.551, 0.121, 2.974], [1.700, -2.555, 3.455], [1.560, 5.191, -0.815], [0.297, 3.846, 1.510], [1.810, 2.296, -0.228], [-2.558, -2.620, -0.266], [-1.429, -3.546, 2.137], [-0.165, -4.227, -0.450], [1.077, 0.599, -2.914], [-0.427, 1.821, -4.298], [4.340, -2.304, 2.088], [4.027, -1.221, 0.688], [3.365, -2.883, 0.694], [3.147, -0.143, 3.857], [1.654, 0.661, 3.305], [3.135, 0.770, 2.313], [1.978, -3.579, 3.169], [0.625, -2.527, 3.687], [2.267, -2.255, 4.350], [2.344, 5.490, -0.100], [0.819, 6.002, -0.905], [2.006, 5.021, -1.810], [0.736, 4.770, 1.903], [0.712, 2.991, 2.048], [-0.785, 3.834, 1.659], [2.855, 2.584, -0.440], [1.452, 1.613, -1.040], [1.772, 1.768, 0.734], [-3.243, -3.443, -0.007], [-2.474, -2.558, -1.358], [-2.963, -1.663, 0.088], [-2.307, -4.196, 2.038], [-1.691, -2.706, 2.794], [-0.620, -4.110, 2.612], [-0.870, -5.040, -0.657], [0.699, -4.626, 0.098], [0.203, -3.817, -1.403], [-1.868, 0.632, -2.575], [-0.962, -0.349, -2.131], [-0.807, -1.473, -2.944], [-1.790, -1.738, -3.919], [-2.900, -0.900, -4.061], [-2.955, 0.304, -3.385], [-1.533, 2.010, -2.516], [-0.441, 3.655, -1.096], [-0.274, -0.119, -1.252], [0.068, -2.144, -2.811], [-1.647, -2.583, -4.596], [-3.713, -1.172, -4.731], [-3.752, 1.045, -3.507], [-2.750, 2.033, 1.602], [-2.027, 1.301, 3.025], [-1.097, 0.366, 2.676], [-0.878, 0.269, 1.294], [-1.662, 1.161, 0.643], [-2.332, 1.535, 4.041], [-0.524, -0.279, 3.338], [-1.727, 1.237, -0.430]], "forces_ev_per_a": [[-0.108, 0.514, 0.169], [-0.295, -0.046, -0.156], [0.310, 1.096, 0.123], [-0.377, -0.025, -0.214], [-0.146, -0.398, 0.335], [0.896, -0.137, -2.628], [-1.182, 0.267, -0.208], [0.176, -0.228, -0.009], [0.159, -0.038, 0.033], [0.069, 0.129, 0.123], [-0.157, -0.117, 0.160], [0.040, 0.118, -0.036], [-0.523, 0.345, 0.245], [0.398, -0.881, -0.194], [-0.351, 0.024, -0.270], [0.056, -0.230, 0.432], [0.304, -0.462, -0.058], [0.140, 0.687, 0.498], [-0.048, 0.229, 0.428], [-0.054, 0.045, -0.266], [0.008, -0.251, 0.140], [0.184, 0.157, 0.186], [-0.036, 0.232, -0.236], [0.239, -0.134, -0.018], [-0.010, -0.078, 0.183], [-0.110, 0.248, 0.124], [0.410, -0.024, 0.023], [-0.141, -0.247, -0.253], [-0.258, -0.148, -0.284], [0.251, -0.222, 0.075], [-0.162, 0.008, 0.383], [-0.223, -0.141, 0.025], [-0.029, 0.192, -0.081], [0.217, 0.350, 0.067], [-0.512, -0.046, -0.018], [0.410, 0.231, 0.561], [-0.050, 0.329, -0.135], [0.152, 0.341, -0.080], [0.015, -0.071, 0.331], [-0.054, -0.294, 0.011], [0.218, 0.090, 0.053], [-0.033, -0.178, -0.174], [-0.133, 0.042, -0.105], [0.181, 0.083, 0.007], [-0.223, -0.007, -0.123], [-0.213, -0.184, 0.260], [0.246, 0.918, -0.535], [0.480, 0.097, -0.094], [-0.443, -0.721, 0.122], [0.769, -0.054, -0.036], [-0.273, -0.650, 0.115], [0.396, 0.281, 0.312], [-0.113, -1.144, 1.116], [0.623, -0.590, 0.725], [-0.429, 0.188, -1.414], [-0.869, 0.401, -0.110], [-0.184, 0.205, 0.320], [0.238, 0.023, 0.023], [0.443, -0.248, -0.327], [1.055, -0.769, 1.001], [-0.113, -0.336, -0.263], [-0.237, 0.473, -0.797], [-0.884, 1.566, -0.078], [0.084, -1.180, 0.801], [-0.125, 0.059, -0.297], [-0.251, 0.257, -0.047], [0.183, 0.057, 0.033]], "lowdin_charge": [0.3966, 0.7364, 0.9406, 0.7415, 0.1011, -0.0277, -0.2129, 0.1288, -0.2368, -0.2410, -0.2255, -0.1852, -0.1874, -0.2089, -0.2133, -0.2229, -0.2178, 0.0883, 0.1643, 0.0793, 0.0592, 0.0566, 0.0746, 0.0360, 0.0489, 0.0727, 0.0293, 0.0733, 0.0837, 0.0830, 0.0767, 0.0853, 0.0464, 0.0219, 0.1040, -0.0108, 0.0221, 0.0782, 0.0399, 0.0561, 0.0760, 0.0527, 0.0530, 0.0824, 0.0627, 0.0389, -0.2859, -0.1283, -0.0908, -0.0440, -0.0242, 0.0307, -0.1245, 0.0787, 0.0496, 0.1184, 0.1292, 0.1333, 0.1492, 1.1492, -0.2835, -0.2118, -0.1463, -0.4563, 0.1026, 0.1086, 0.0458], "s2": 3.95, "charge": 3, "e_tot_ev": -92019.6074, "homo_lumo_gap_ev": [7.650, 7.862], "multiplicity": 4, "lumo_ev": [-9.28, -9.06], "e_homo_ev": [-16.9, -16.9], "fmax_ha_per_bohr": 0.054}



# 3
{"formula": "C20H40N2O4S", "method": "the ωB97M-V functional and the def2-TZVPD basis", "elements": ["C", "C", "C", "C", "C", "N", "C", "C", "C", "C", "C", "S", "O", "O", "O", "C", "H", "H", "H", "H", "H", "H", "H", "H", "H", "H", "H", "H", "H", "H", "H", "H", "H", "H", "H", "H", "H", "H", "C", "C", "C", "C", "C", "C", "N", "O", "C", "C", "C", "H", "H", "H", "H", "H", "H", "H", "H", "H", "H", "H", "H", "H", "H", "H", "H", "H", "H"], "coordinates": [[2.132, -4.245, -0.052], [1.340, -4.103, -1.184], [0.219, -2.988, -1.355], [-0.140, -2.912, -2.893], [-0.709, -1.518, -3.397], [-0.389, -0.355, -2.513], [0.934, -0.554, -1.813], [1.455, 0.753, -1.110], [3.022, 0.941, -1.145], [3.848, -0.336, -0.731], [4.222, -1.280, -1.962], [5.891, -2.016, -1.784], [5.961, -2.908, -0.588], [6.910, -0.927, -1.732], [6.191, -2.894, -3.173], [0.641, -1.618, -0.686], [3.245, -4.352, -0.153], [1.749, -4.204, 1.001], [1.487, -4.841, -2.012], [-0.679, -3.368, -0.791], [0.749, -3.171, -3.527], [-0.951, -3.669, -3.087], [-0.209, -1.308, -4.387], [-1.803, -1.601, -3.648], [-0.395, 0.511, -3.064], [-1.135, -0.246, -1.802], [1.657, -0.902, -2.593], [1.154, 0.706, -0.028], [0.994, 1.688, -1.529], [3.262, 1.739, -0.384], [3.355, 1.381, -2.129], [3.393, -0.938, 0.091], [4.838, 0.040, -0.339], [3.491, -2.144, -1.920], [4.063, -0.783, -2.953], [5.370, -3.010, -3.680], [-0.276, -1.237, -0.139], [1.445, -1.699, 0.081], [-1.460, 3.784, 2.393], [-2.131, 2.879, 1.324], [-3.639, 3.183, 1.249], [-4.432, 2.633, 2.431], [-4.151, 1.145, 2.626], [-2.648, 0.830, 2.740], [-1.854, 1.448, 1.638], [-2.067, 0.733, 0.530], [-2.127, 1.322, 4.108], [-2.466, -0.700, 2.800], [-1.493, 3.315, -0.004], [-0.999, 4.667, 1.945], [-2.169, 4.156, 3.134], [-0.656, 3.266, 2.917], [-4.057, 2.758, 0.329], [-3.798, 4.263, 1.183], [-4.204, 3.191, 3.343], [-5.501, 2.777, 2.249], [-4.670, 0.796, 3.522], [-4.584, 0.593, 1.785], [-1.045, 1.190, 4.187], [-2.577, 0.748, 4.919], [-2.361, 2.363, 4.317], [-2.902, -1.208, 1.940], [-2.955, -1.105, 3.689], [-1.405, -0.963, 2.854], [-0.419, 3.109, -0.002], [-1.629, 4.384, -0.172], [-1.940, 2.815, -0.866]], "forces_ev_per_a": [[-0.451, 0.261, -0.984], [0.597, 0.368, 1.256], [-0.025, -1.933, 0.928], [-0.502, 0.309, 0.354], [0.127, -1.329, -1.897], [-0.483, 0.026, 0.253], [0.921, 0.287, 1.698], [0.236, 0.319, 0.130], [-0.234, 0.099, 0.416], [1.655, 0.447, -0.612], [-1.737, -0.784, 0.323], [3.816, 0.656, 2.656], [-1.213, 1.614, -3.291], [-2.859, -2.344, -0.862], [-0.995, 1.141, 1.482], [-1.183, -0.114, -1.111], [-1.251, -1.374, 0.079], [0.383, 1.273, -1.047], [0.572, 1.472, 0.085], [0.566, 0.515, -0.608], [-0.772, 0.198, 0.722], [1.012, 0.670, 0.059], [-0.503, -0.066, 1.062], [1.016, 0.477, 0.743], [0.076, -0.229, 0.173], [0.411, 0.119, -0.023], [-0.699, 0.201, 0.592], [0.061, 0.075, -1.037], [0.253, -0.842, 0.236], [-0.325, -0.781, -0.763], [-0.237, -0.755, 0.881], [0.266, 0.554, -0.735], [-1.038, -0.355, -0.277], [0.919, 0.556, -0.200], [0.723, -0.272, 0.834], [0.180, -0.083, 0.135], [1.031, -0.130, -0.409], [-0.497, -0.089, -0.932], [0.079, 0.020, 0.315], [0.751, 2.028, 0.403], [-0.386, -0.387, 0.110], [0.002, -0.040, -0.040], [-0.097, 0.341, -0.409], [0.085, -0.629, 2.159], [-2.427, -1.268, -2.763], [1.139, 0.432, 1.017], [0.059, 0.342, 0.053], [0.228, 0.037, -0.642], [0.052, -0.708, -0.423], [-0.173, -0.096, -0.142], [0.047, -0.122, 0.032], [-0.098, -0.034, -0.026], [0.171, -0.081, -0.004], [0.284, -0.053, -0.033], [0.039, -0.019, 0.000], [0.096, 0.020, 0.031], [0.241, -0.105, 0.016], [0.175, -0.021, -0.032], [-0.024, 0.025, -0.063], [-0.078, -0.103, -0.179], [0.070, -0.006, -0.075], [0.052, 0.114, -0.062], [0.035, 0.261, -0.032], [-0.082, 0.045, -0.001], [-0.028, 0.023, 0.033], [-0.061, -0.066, 0.316], [0.032, -0.110, 0.130]], "lowdin_charge": [0.0082, -0.1271, -0.2748, -0.1272, -0.1073, 0.0751, -0.2416, -0.1399, -0.1713, -0.1879, -0.2444, 0.7085, -0.3146, -0.3146, -0.1668, -0.0906, 0.0712, 0.0809, 0.1094, 0.1443, 0.1158, 0.1322, 0.1406, 0.1433, 0.1840, 0.1714, 0.1500, 0.1241, 0.1147, 0.1258, 0.1272, 0.1111, 0.1214, 0.0833, 0.1118, 0.0796, 0.1205, 0.1093, -0.0254, -0.4785, -0.1328, -0.1723, -0.1297, -0.4869, -0.0446, -0.0739, -0.0355, -0.0430, -0.0533, 0.0842, 0.0782, 0.0840, 0.1235, 0.1313, 0.1058, 0.1200, 0.1297, 0.1247, 0.0928, 0.0922, 0.0646, 0.0736, 0.0914, 0.0868, 0.0751, 0.0933, 0.0692], "s2": 0.75, "charge": 1, "e_tot_ev": -43382.8310, "homo_lumo_gap_ev": [8.737, 8.593], "multiplicity": 2, "lumo_ev": [-2.94, -3.08], "e_homo_ev": [-11.7, -11.7], "fmax_ha_per_bohr": 0.091}